Record 1
Molecular formula: C12H25F3O7SSiY
Method: DFT, ωB97M-V with the def2-TZVPD basis set

```
50
C12H25F3O7SSiY (ωB97M-V with the def2-TZVPD basis set)
Y -0.71341 0.16569 -0.51804
S 2.99361 -0.04451 2.57769
Si -2.98233 0.43120 -2.04804
F 2.88668 -2.61242 3.25828
F 4.90507 -1.84076 3.07543
F 3.70315 -1.32468 4.80063
O 1.61037 -0.02137 3.15368
O 1.19171 1.40665 0.36510
O 1.17088 -0.18078 -1.84538
O -0.00877 2.18086 0.63742
O 0.13348 -1.87369 0.03939
O 2.97606 -0.61345 1.18508
O -0.91270 -0.07892 1.70273
C -0.97564 1.02698 2.63035
C -0.87603 -1.44380 2.20687
C 1.32642 -2.31717 -0.66784
C -3.27173 -0.34507 -3.73475
C -1.62041 1.82581 -2.37251
C 2.35389 0.60331 -1.50806
C 0.18661 -2.22110 1.45741
C 1.35275 -1.61255 -2.00570
C -0.13431 2.19012 2.09465
C 3.67239 -1.54190 3.48565
C 1.87121 1.86779 -0.83501
C -4.53585 1.37455 -1.56906
H -2.35330 -0.72784 -4.18534
H -0.54071 0.71586 3.57742
H 0.00218 -3.29215 1.55269
H 2.18720 -2.05588 -0.05106
H 1.17410 -1.95635 1.82019
H 0.52525 -1.92887 -2.64369
H 2.28738 -1.81033 -2.52952
H -0.65300 1.46521 -2.76300
H -1.87538 -1.86091 2.08129
H -1.99837 2.46660 -3.17061
H -5.33528 0.66718 -1.34045
H -2.02448 1.29679 2.75576
H -0.59321 3.14926 2.32835
H 1.16780 2.42768 -1.45720
H 0.87244 2.13326 2.49672
H -4.88128 2.01172 -2.38672
H -0.59861 -1.42219 3.25906
H -4.39662 1.99962 -0.68486
H 1.27036 -3.39652 -0.81938
H -1.42882 2.51476 -1.53421
H 2.88395 0.85085 -2.42826
H -3.96396 -1.18432 -3.64897
H -3.71208 0.37746 -4.42667
H 2.98191 0.04264 -0.81490
H 2.69943 2.51571 -0.55259
```

**Multiplicity**: 1
**Molar mass**: 487.38 g mol⁻¹
**HOMO energy**: -10.6 eV
**Gap between HOMO and LUMO**: 7.75 eV
**Charge**: +1
**Energy relative to the best compared isomer or geometry (same formula, charge and spin)**: 76.9 kcal/mol
**LUMO level**: -0.10609 Ha

Löwdin atomic charge list, values in e, 5 entries: number 1, Y, carries 1.520; number 2, S, carries 0.861; number 3, Si, carries 0.441; number 4, F, carries 0.095; number 5, F, carries 0.117

=====

Record 2
Molecular formula: C12H25FN3O4
Method: DFT, ωB97M-V with the def2-TZVPD basis set

```
45
C12H25FN3O4 (ωB97M-V with the def2-TZVPD basis set)
F 1.54484 -3.99129 -3.07510
O -0.57789 1.14611 3.75755
O 1.85752 -0.53363 -1.82574
O -1.25462 1.62150 1.62196
O -0.47686 3.28403 2.93134
N -1.04883 -3.23563 -1.22223
N 1.12935 -2.88418 -0.01081
N 1.09667 -2.80511 -2.59067
C 1.26672 1.88640 -2.08501
C -1.79543 -2.10115 -1.87839
C -0.58178 3.78714 1.60791
C 0.05766 -1.62148 2.06873
C 0.47254 -2.96013 -1.22299
C -1.58991 2.85372 1.00713
C 2.41298 0.70560 -2.38693
C 2.13587 -1.71044 -2.65839
C -0.75328 1.94611 2.85186
C -1.52813 -1.72132 2.56853
C 0.44929 -3.04630 1.33952
C -0.99796 5.24475 1.59933
H -1.50954 2.78445 -0.08068
H -0.86256 5.67856 0.60315
H 1.56704 2.42328 -1.06477
H 0.75815 -1.36520 3.00014
H -2.62457 3.09056 1.27952
H 1.17931 2.66484 -2.96724
H -2.20899 -2.16602 1.69527
H -1.52802 -2.39672 3.52508
H -1.31679 -1.74378 -2.88498
H 1.11373 -3.64181 2.13116
H -1.86742 -0.61340 2.74484
H -0.40136 5.82265 2.31462
H -2.04779 5.37228 1.88518
H 3.16580 -2.20678 -2.31523
H 2.17349 -2.68845 -0.03643
H 0.22734 1.33570 -1.88463
H 3.38870 1.08807 -1.81213
H 2.27856 -1.46332 -3.81515
H 0.40112 3.68082 1.13000
H -0.56427 -3.66988 1.30012
H 2.71764 0.64938 -3.51751
H -1.17094 -4.08948 -1.80586
H -1.89367 -1.22488 -1.10794
H 0.10342 -0.68259 1.36981
H -2.89709 -2.50296 -2.08394
```

**Multiplicity**: 1
**Molar mass**: 294.35 g mol⁻¹
**HOMO energy**: -13.3 eV
**Gap between HOMO and LUMO**: 8.45 eV
**Charge**: +1
**LUMO level**: -0.17842 Ha

Löwdin atomic charge list, values in e, 5 entries: number 1, F, carries 0.029; number 2, O, carries 0.127; number 3, O, carries -0.204; number 4, O, carries 0.025; number 5, O, carries 0.099

=====

Record 3
Molecular formula: C12H25KN3O3V
Method: DFT, ωB97M-V with the def2-TZVPD basis set

```
45
C12H25KN3O3V (ωB97M-V with the def2-TZVPD basis set)
V -0.16648 -0.06321 -0.25638
K 0.76814 0.60439 -3.40297
O 0.65051 -0.11824 3.13662
O -0.49428 1.00799 1.52381
O 3.40777 -0.80742 1.87542
N -0.57818 -1.46853 -1.43400
N -0.28618 1.52138 -1.31900
N 1.66759 -0.23296 0.32589
C 0.43866 2.85323 -1.16894
C -0.01844 3.58631 0.09408
C 0.13640 3.74055 -2.37508
C -1.56526 -3.76839 -1.22109
C -1.22031 -1.39401 -2.77038
C 1.93933 2.57276 -1.08851
C 0.31896 0.91237 2.53820
C 2.52801 -0.52266 1.14054
C -0.15687 -2.83882 0.56666
C 0.86122 -3.42169 -1.65512
C -1.74764 1.58911 -1.34022
C -0.36956 -2.85539 -0.95033
H -0.98285 -2.30949 1.07614
H 0.71227 -3.46125 -2.74205
H -2.15126 1.61522 -2.37088
H 0.71553 1.89625 2.87121
H -2.12481 2.48645 -0.82552
H -0.54045 -1.72716 -3.58654
H -1.69401 -4.00225 -2.28178
H -1.05707 3.92979 0.01462
H 2.39657 2.35282 -2.07202
H -2.09162 -2.06356 -2.82040
H -2.49243 -3.33061 -0.83533
H -0.94125 3.91339 -2.49185
H 0.07358 2.93896 0.97358
H -0.14328 -3.87897 0.92848
H -2.17713 0.70810 -0.81813
H 0.61530 4.47315 0.25641
H -1.40924 -4.72407 -0.70483
H 0.79342 -2.37197 0.85734
H -1.64089 -0.39539 -2.99820
H 1.06797 -4.44210 -1.30485
H 0.61798 4.71446 -2.22264
H 2.43670 3.48116 -0.72142
H 0.54048 3.33208 -3.31760
H 1.74815 -2.80461 -1.45730
H 2.16777 1.75495 -0.39126
```

**Multiplicity**: 1
**Molar mass**: 349.39 g mol⁻¹
**HOMO energy (spin up / spin down)**: -16.1 / -16.1 eV
**Gap between HOMO and LUMO (spin up / spin down)**: 5.95 / 6.22 eV
**Charge**: +2
**Energy relative to the best compared isomer or geometry (same formula, charge and spin)**: 1.9 kcal/mol
**LUMO level (spin up / spin down)**: -0.37170 / -0.36280 Ha

Löwdin atomic charge list, values in e, 5 entries: number 1, V, carries 1.102; number 2, K, carries 0.940; number 3, O, carries 0.062; number 4, O, carries -0.159; number 5, O, carries 0.258

=====

Record 4
Molecular formula: C12H25N2O2P2Re
Method: DFT, ωB97M-V with the def2-TZVPD basis set

```
44
C12H25N2O2P2Re (ωB97M-V with the def2-TZVPD basis set)
Re -0.13053 0.55202 0.98046
P 2.11413 -0.09827 0.83279
P -2.44969 0.07260 0.88971
O -0.14806 2.21793 -0.04295
O 2.39394 3.29346 -2.16083
N -0.14288 0.59798 4.22448
N -0.18629 -0.64634 -0.94759
C 2.29328 -0.59082 -0.95734
C 0.97298 -0.85169 -1.62941
C -0.10720 0.52643 3.04542
C 3.51450 1.07451 1.07010
C -3.70077 1.37524 0.55405
C -3.17394 -0.93524 2.20863
C -0.28998 -1.67237 -3.52969
C 2.82061 -1.59914 1.58395
C -2.62227 -0.95816 -0.64959
C -1.44574 -1.58798 -2.75998
C -1.37114 -1.04045 -1.48186
C 0.91332 -1.28942 -2.94904
H 3.45248 1.56119 2.05401
H -3.82728 1.98031 1.46131
H 2.76347 -1.58693 2.67852
H 2.56181 2.87994 -3.04702
H -0.31362 -2.07093 -4.55268
H 2.93843 -1.49793 -0.98134
H 3.86828 -1.68868 1.27617
H 4.47145 0.54904 0.99447
H -2.74052 -0.66407 3.17904
H 1.51116 2.98049 -1.91069
H -2.41535 -1.92007 -3.15540
H -2.94894 -1.95202 -0.30003
H -2.95760 -1.98965 2.01096
H -4.26135 -0.78556 2.24551
H 0.21967 -0.96497 1.55631
H -0.27389 3.16849 0.14034
H -1.64889 1.39906 1.59298
H -3.34661 2.03087 -0.25188
H -3.47102 -0.53251 -1.20853
H 2.26879 -2.46851 1.21577
H 1.34882 1.60639 1.12995
H 2.89653 0.13763 -1.49086
H -4.65802 0.92164 0.27405
H 1.86056 -1.38528 -3.48833
H 3.44737 1.85175 0.29604
```

**Multiplicity**: 4
**Molar mass**: 477.50 g mol⁻¹
**HOMO energy (spin up / spin down)**: -9.5 / -12.6 eV
**Gap between HOMO and LUMO (spin up / spin down)**: 6.37 / 7.65 eV
**Charge**: +1
**Energy relative to the best compared isomer or geometry (same formula, charge and spin)**: 0.0 kcal/mol
**LUMO level (spin up / spin down)**: -0.11529 / -0.18038 Ha

Löwdin atomic charge list, values in e, 5 entries: number 1, Re, carries 0.879; number 2, P, carries 0.714; number 3, P, carries 0.694; number 4, O, carries -0.423; number 5, O, carries -0.079

=====

Record 5
Molecular formula: C12H25N2O3P2Sn
Method: DFT, ωB97M-V with the def2-TZVPD basis set

```
45
C12H25N2O3P2Sn (ωB97M-V with the def2-TZVPD basis set)
Sn -0.06331 -1.07352 0.52233
P 2.33353 -0.64321 -0.25319
P -2.41482 -0.27958 -0.12277
O 0.00857 0.60554 4.51942
O -0.73537 2.48815 -2.65924
O 1.93776 2.34163 -3.09930
N 0.05277 0.27232 2.14517
N -0.16860 -1.14764 -1.91551
C -1.44465 -1.39079 -3.92549
C 0.94236 -1.23195 -4.06766
C 2.21623 -0.74884 -2.01221
C -0.27804 -1.39877 -4.69737
C -2.64384 -1.08057 -1.75326
C 0.02854 0.42758 3.34422
C 3.45654 -1.94650 0.36345
C 3.10189 0.96714 0.11180
C -2.73292 1.45830 -0.51042
C -3.69888 -0.94162 0.97295
C 0.99970 -1.05101 -2.65642
C -1.35066 -1.20322 -2.54397
H 2.89781 1.25213 1.15392
H -3.68128 -0.38450 1.91885
H -0.16009 -2.70622 1.06685
H -0.97008 3.37383 -2.97191
H -0.32392 -1.55458 -5.77361
H -4.69116 -0.83946 0.51013
H 2.25687 2.74018 -3.92945
H -3.36187 -0.46573 -2.31710
H 3.00958 -2.93540 0.19261
H 4.41884 -1.89909 -0.16926
H -2.70265 2.04243 0.42235
H 4.18938 0.91220 -0.04902
H -3.51237 -2.00271 1.18739
H 3.12155 -0.73200 -2.62915
H 0.29712 2.94619 0.44619
H 0.24567 2.42001 -2.81556
H 1.90319 -1.17449 -4.58630
H -1.97933 1.84820 -1.22757
H 2.18918 1.39109 -3.14468
H 2.67806 1.72814 -0.56083
H 3.63387 -1.80534 1.44015
H -3.73470 1.53652 -0.96526
H 0.28780 3.42891 -0.14492
H -2.43752 -1.47734 -4.35574
H -3.12094 -2.06661 -1.60742
```

**Multiplicity**: 1
**Molar mass**: 426.00 g mol⁻¹
**HOMO energy**: -10.1 eV
**Gap between HOMO and LUMO**: 6.96 eV
**Charge**: +1
**Energy relative to the best compared isomer or geometry (same formula, charge and spin)**: 0.0 kcal/mol
**LUMO level**: -0.11433 Ha

Löwdin atomic charge list, values in e, 5 entries: number 1, Sn, carries 0.952; number 2, P, carries 0.750; number 3, P, carries 0.798; number 4, O, carries 0.117; number 5, O, carries -0.118

=====

Copy entry 5 word for word.
Molecular formula: C12H25N2O3P2Sn
Method: DFT, ωB97M-V with the def2-TZVPD basis set

```
45
C12H25N2O3P2Sn (ωB97M-V with the def2-TZVPD basis set)
Sn -0.06331 -1.07352 0.52233
P 2.33353 -0.64321 -0.25319
P -2.41482 -0.27958 -0.12277
O 0.00857 0.60554 4.51942
O -0.73537 2.48815 -2.65924
O 1.93776 2.34163 -3.09930
N 0.05277 0.27232 2.14517
N -0.16860 -1.14764 -1.91551
C -1.44465 -1.39079 -3.92549
C 0.94236 -1.23195 -4.06766
C 2.21623 -0.74884 -2.01221
C -0.27804 -1.39877 -4.69737
C -2.64384 -1.08057 -1.75326
C 0.02854 0.42758 3.34422
C 3.45654 -1.94650 0.36345
C 3.10189 0.96714 0.11180
C -2.73292 1.45830 -0.51042
C -3.69888 -0.94162 0.97295
C 0.99970 -1.05101 -2.65642
C -1.35066 -1.20322 -2.54397
H 2.89781 1.25213 1.15392
H -3.68128 -0.38450 1.91885
H -0.16009 -2.70622 1.06685
H -0.97008 3.37383 -2.97191
H -0.32392 -1.55458 -5.77361
H -4.69116 -0.83946 0.51013
H 2.25687 2.74018 -3.92945
H -3.36187 -0.46573 -2.31710
H 3.00958 -2.93540 0.19261
H 4.41884 -1.89909 -0.16926
H -2.70265 2.04243 0.42235
H 4.18938 0.91220 -0.04902
H -3.51237 -2.00271 1.18739
H 3.12155 -0.73200 -2.62915
H 0.29712 2.94619 0.44619
H 0.24567 2.42001 -2.81556
H 1.90319 -1.17449 -4.58630
H -1.97933 1.84820 -1.22757
H 2.18918 1.39109 -3.14468
H 2.67806 1.72814 -0.56083
H 3.63387 -1.80534 1.44015
H -3.73470 1.53652 -0.96526
H 0.28780 3.42891 -0.14492
H -2.43752 -1.47734 -4.35574
H -3.12094 -2.06661 -1.60742
```

**Multiplicity**: 1
**Molar mass**: 426.00 g mol⁻¹
**HOMO energy**: -10.1 eV
**Gap between HOMO and LUMO**: 6.96 eV
**Charge**: +1
**Energy relative to the best compared isomer or geometry (same formula, charge and spin)**: 0.0 kcal/mol
**LUMO level**: -0.11433 Ha

Löwdin atomic charge list, values in e, 5 entries: number 1, Sn, carries 0.952; number 2, P, carries 0.750; number 3, P, carries 0.798; number 4, O, carries 0.117; number 5, O, carries -0.118